{
  "formula": "C4H10N2",
  "method": "ωB97M-V/def2-TZVPD",
  "charge": 0,
  "smiles": "C=C(CN)CN",
  "lumo_energy_ev": 1.03,
  "e_homo_ev": -8.93,
  "symbols": ["C", "C", "C", "N", "N", "C", "H", "H", "H", "H", "H", "H", "H", "H", "H", "H"],
  "xyz": [[-0.270, 0.871, -0.617], [0.826, -1.265, -0.001], [0.067, 0.066, 0.559], [-1.022, 2.119, -0.062], [0.189, -1.850, -1.160], [0.036, 0.320, 1.850], [0.587, -1.493, -2.020], [-1.934, 1.868, 0.308], [-1.133, 2.854, -0.752], [0.272, -2.859, -1.142], [-0.921, 0.308, -1.298], [0.618, 1.258, -1.123], [1.895, -1.050, -0.155], [0.779, -1.984, 0.822], [-0.388, 1.236, 2.223], [0.398, -0.399, 2.570]],
  "atomic_forces_ev_per_a": [[-2.6279, 3.1664, 1.3043], [-0.7461, 1.0171, 1.8518], [2.6739, -3.1247, -1.7283], [0.9536, -0.8110, -0.8278], [-0.1402, -0.0820, -0.2428], [-0.4536, 0.1718, 0.0538], [-0.0814, -0.2293, 0.0422], [0.1554, -0.0962, -0.2628], [-0.0816, -0.3121, -0.0201], [0.0497, 0.1752, -0.1791], [0.4232, 0.0441, 0.0139], [-0.0072, -0.2460, -0.0171], [-0.2239, 0.2568, -0.0002], [0.0669, -0.0247, -0.0957], [-0.0129, 0.2177, 0.0821], [0.0521, -0.1231, 0.0258]]
}



{
  "formula": "C4H10N2",
  "method": "ωB97M-V/def2-TZVPD",
  "charge": 0,
  "lumo_energy_ev": [0.95, 0.52],
  "e_homo_ev": [-7.66, -6.86],
  "symbols": ["C", "C", "C", "C", "N", "N", "H", "H", "H", "H", "H", "H", "H", "H", "H", "H"],
  "xyz": [[1.550, 0.534, 0.229], [2.396, -0.626, 0.107], [-1.974, -1.148, -0.060], [-0.833, 1.502, -0.057], [-0.538, -0.977, -0.107], [-0.088, 0.277, -0.107], [1.870, 1.510, -0.212], [3.366, -0.522, 0.388], [2.338, -0.917, -0.974], [2.085, -1.452, 0.858], [-1.992, -2.110, -0.621], [-2.308, -1.089, 0.957], [-2.628, -0.344, -0.676], [-0.099, 2.373, 0.040], [-1.448, 1.383, 0.995], [-1.696, 1.605, -0.761]],
  "atomic_forces_ev_per_a": [[-4.9189, 1.1274, -0.8997], [-3.0608, -2.7316, -0.2002], [-0.2395, 1.2970, -2.8900], [-2.0714, 0.3403, 3.3678], [1.1286, 2.6352, -0.0472], [5.6292, -0.9138, 0.3905], [-0.6221, -0.8410, 0.3768], [3.0056, 1.1736, 0.4957], [0.2140, -0.6799, 0.8646], [-0.1121, 0.8955, -1.6920], [-1.1905, 0.3849, 1.0233], [-0.5300, -0.6164, 0.6078], [1.4723, -1.6914, 1.1834], [-1.4054, -1.2516, -0.4182], [1.3849, 0.9025, -2.1480], [1.3160, -0.0309, -0.0146]]
}



{
  "formula": "C4H10N2",
  "method": "ωB97M-V/def2-TZVPD",
  "charge": 0,
  "lumo_energy_ev": 0.84,
  "e_homo_ev": -7.34,
  "symbols": ["C", "C", "C", "C", "N", "N", "H", "H", "H", "H", "H", "H", "H", "H", "H", "H"],
  "xyz": [[0.009, -1.284, -0.002], [-1.035, 1.286, -0.312], [0.815, -0.303, -0.535], [1.821, 0.359, 0.371], [-1.579, -0.977, 0.033], [-1.816, 0.363, 0.434], [-0.124, -2.200, -0.740], [0.108, -1.461, 1.119], [-0.782, 2.192, 0.226], [-1.151, 1.216, -1.390], [1.218, -0.195, -1.597], [2.140, 1.329, -0.128], [2.819, -0.253, 0.636], [1.367, 0.463, 1.350], [-1.823, -1.002, -0.970], [-1.986, 0.465, 1.505]],
  "atomic_forces_ev_per_a": [[-3.1725, -3.5538, 0.0989], [0.3876, -2.5590, 1.4409], [1.8266, 4.2287, -1.1818], [2.1516, -0.2305, 0.0158], [-0.6180, 0.8139, -0.3948], [0.8927, 0.1532, 0.2593], [0.7080, 1.1634, 2.1200], [0.6070, -0.3915, -1.6663], [0.0168, 0.1558, -0.4508], [-0.2070, 0.4221, 0.3115], [-1.3404, -0.8114, 1.1688], [-0.2402, -0.9973, 1.1550], [-1.9418, 0.9839, -0.9891], [0.0056, 0.6787, 0.2119], [-0.0451, 0.0915, 0.7197], [0.9691, -0.1478, -2.8190]]
}



Energy relative to the best compared isomer or geometry (same formula, charge and spin) per entry: 36.58; 133.30; 117.54 kcal/mol